[1]
Density functional theory data (ωB97M-V/def2-TZVPD) for a cluster of 2 separate species, C2H4N4O in total.

Each atom is followed by the atoms it is bonded to, with distances in Å.
CARTESIAN COORDINATES (ANGSTROEM)
1 N -2.0840 0.0010 -1.4061  C2 1.339, H8 1.015, H9 1.011
2 C -0.7711 -0.2603 -1.3686  N1 1.339, N7 1.163
3 N -0.6706 1.0021 1.0717  N4 1.217
4 N 0.4610 0.6042 1.2792  N3 1.217, C5 1.497, H10 1.046
5 C 1.0986 -0.6753 0.8337  N4 1.497, O6 1.313
6 O 2.3533 -0.3115 0.7011  C5 1.313, H11 0.969
7 N 0.3743 -0.4561 -1.4036  C2 1.163
8 H -2.3816 0.5408 -0.5991  N1 1.015
9 H -2.6606 -0.8071 -1.5982  N1 1.011
10 H 1.1229 1.1184 1.9050  N4 1.046
11 H 2.8691 -1.1050 0.4953  O6 0.969

## Properties
net charge	0
energy relative to the best compared isomer or geometry (same formula, charge and spin)	5.862	eV
frontier orbital gap	8.160	eV
lowest unoccupied orbital energy	0.04	eV

=====

[2]
Density functional theory data (ωB97M-V/def2-TZVPD) for a cluster of 2 separate species, CH3F3NS in total.

Each atom is followed by the atoms it is bonded to, with distances in Å.
CARTESIAN COORDINATES (ANGSTROEM)
1 C -0.0891 0.0988 0.0049  H7 1.079, H8 1.078, H9 1.081
2 N 2.6296 0.9330 -0.0343  S6 1.446
3 F 4.7357 0.2117 1.3469  S6 1.579
4 F 3.8962 -1.3739 -0.1897  S6 1.589
5 F 5.0549 0.5264 -0.9603  S6 1.570
6 S 3.8753 0.2005 0.0232  N2 1.446, F3 1.579, F4 1.589, F5 1.570
7 H -0.0326 -0.4364 0.9398  C1 1.079
8 H -0.0016 -0.4204 -0.9357  C1 1.078
9 H -0.2862 1.1621 0.0112  C1 1.081

## Properties
net charge	+1
energy relative to the best compared isomer or geometry (same formula, charge and spin)	3.019	eV
frontier orbital gap	7.348	eV
lowest unoccupied orbital energy	-8.90	eV

=====

Across the entries above, energy takes the values -10141.273 -21549.672 eV, respectively.